1.
DFT (ωB97M-V/def2-TZVPD) results for a 2-piece molecular cluster, C2HN3O2 overall in a non-equilibrium geometry.

The calculation puts the HOMO energy (alpha / beta) at -8.854 / -8.830 eV. As for the HOMO-LUMO gap (alpha / beta): 7.69 / 7.67 eV.

```
! wB97M-V def2-TZVPD RIJCOSX def2/J DEFGRID3
* xyz 0 1
O -0.0826 -2.1623 -0.9926
O 0.3105 1.0566 1.7855
N -2.4579 0.8062 -0.4539
N -1.5414 0.8937 0.2950
N 0.7244 -1.3340 -0.7736
C 1.4089 -0.4349 -0.5365
C -0.5834 0.9796 1.0293
H 2.2214 0.1950 -0.3531
*
```

---

2.
DFT (ωB97M-V/def2-TZVPD) results for a 2-piece molecular cluster, C2HN3O2 overall in a non-equilibrium geometry.

The calculation puts the HOMO energy (alpha / beta) at -8.450 / -8.441 eV. As for the HOMO-LUMO gap (alpha / beta): 8.36 / 8.34 eV.

```
! wB97M-V def2-TZVPD RIJCOSX def2/J DEFGRID3
* xyz 0 1
O -3.1874 -0.7746 0.5445
O 1.8323 -1.6079 -0.5164
N -1.1720 0.2577 -0.0509
N 0.7493 1.3803 -0.2971
N -0.4122 1.3305 -0.1455
C 1.8218 -0.4489 -0.1965
C -2.2497 -0.1583 0.2742
H 2.6178 0.0214 0.3877
*
```

---

3.
DFT (ωB97M-V/def2-TZVPD) results for a 2-piece molecular cluster, C2HN3O3 overall in a non-equilibrium geometry.

The calculation puts the HOMO energy (alpha / beta) at -10.431 / -11.264 eV. As for the HOMO-LUMO gap (alpha / beta): 8.52 / 9.76 eV.

```
! wB97M-V def2-TZVPD RIJCOSX def2/J DEFGRID3
* xyz 0 1
O 1.6719 1.6781 -0.0342
O -2.7323 -0.1214 -0.9486
O -2.5468 -1.2680 0.9192
N 2.2888 0.4928 -0.2277
N 0.3737 1.4949 0.2498
N -2.2686 -0.5766 0.0199
C 1.3979 -0.4399 -0.0663
C 0.1837 0.2176 0.2508
H 1.6318 -1.4774 -0.1630
*
```

---

4.
DFT (ωB97M-V/def2-TZVPD) results for one molecule with the formula C2HN3O3 in a non-equilibrium geometry.

The SMILES is O=c1nnnc(O)o1. The calculation puts the HOMO energy at -10.089 eV. As for the HOMO-LUMO gap: 9.14 eV.

```
! wB97M-V def2-TZVPD RIJCOSX def2/J DEFGRID3
* xyz 0 1
O -2.0954 -0.5896 0.0763
O 0.1940 -0.7972 -0.2403
O 2.4916 -0.8986 0.3075
N -0.8705 1.2612 0.3993
N 1.4732 1.1768 -0.2214
N 0.3329 1.7375 -0.0739
C -0.9201 -0.0848 0.1048
C 1.5256 -0.1618 0.0699
H -2.1312 -1.6436 -0.4223
*
```

---

What did we get for ΔE to the lowest compared entry with this formula, charge and spin? Answer: 728.5 556.2 966.6 483.5 kJ/mol, in the order shown.